(1)
{"formula": "C26H35FN3S4Y", "method": "wB97M-V/def2-TZVPD", "species": ["Y", "C", "C", "S", "C", "C", "S", "C", "C", "S", "C", "C", "S", "H", "H", "H", "H", "H", "H", "H", "H", "H", "H", "H", "H", "H", "H", "H", "H", "N", "C", "C", "C", "N", "H", "H", "H", "H", "C", "C", "C", "C", "C", "C", "C", "C", "N", "H", "H", "H", "H", "H", "H", "H", "H", "H", "F", "C", "C", "C", "C", "C", "C", "C", "H", "H", "H", "H", "H", "H"], "xyz": [[0.458, -0.658, 0.483], [1.945, 2.414, -1.774], [0.766, 3.162, -1.175], [0.400, 2.564, 0.482], [-1.278, 3.213, 0.725], [-2.416, 2.249, 0.444], [-2.430, 1.746, -1.287], [-3.167, 0.103, -1.192], [-2.663, -0.771, -2.327], [-0.992, -1.470, -2.137], [-0.096, -0.742, -3.523], [0.415, 0.675, -3.320], [1.687, 0.655, -2.046], [2.824, 2.482, -1.129], [2.225, 2.867, -2.726], [-0.122, 3.042, -1.794], [1.011, 4.225, -1.131], [-1.342, 4.125, 0.127], [-1.323, 3.520, 1.770], [-3.352, 2.736, 0.720], [-2.267, 1.339, 1.033], [-4.253, 0.162, -1.263], [-2.880, -0.324, -0.228], [-2.681, -0.254, -3.291], [-3.326, -1.632, -2.422], [-0.735, -0.782, -4.406], [0.730, -1.431, -3.704], [-0.400, 1.328, -3.005], [0.856, 1.056, -4.244], [2.677, -0.898, 2.979], [3.600, -0.477, 3.854], [3.763, 0.874, 3.646], [2.867, 1.181, 2.612], [2.207, 0.100, 2.211], [2.331, -1.833, 2.826], [4.066, -1.162, 4.543], [4.425, 1.541, 4.171], [2.648, 2.136, 2.160], [-1.087, 0.913, 3.912], [-1.682, -0.467, 3.804], [-2.157, -1.082, 4.961], [-2.750, -2.335, 4.943], [-2.862, -2.981, 3.715], [-2.396, -2.404, 2.543], [-2.559, -3.133, 1.239], [-1.783, -1.121, 2.549], [-1.295, -0.566, 1.380], [-0.480, 1.016, 4.814], [-1.862, 1.688, 3.959], [-0.459, 1.141, 3.051], [-2.054, -0.554, 5.906], [-3.116, -2.795, 5.852], [-3.321, -3.963, 3.664], [-2.901, -4.157, 1.404], [-1.629, -3.176, 0.668], [-3.288, -2.637, 0.586], [0.502, -5.470, -4.156], [0.813, -4.821, -3.007], [0.203, -5.204, -1.829], [0.531, -4.540, -0.656], [1.454, -3.484, -0.628], [1.732, -2.698, 0.603], [2.043, -3.142, -1.852], [1.739, -3.805, -3.039], [-0.516, -6.013, -1.839], [0.050, -4.835, 0.270], [2.789, -2.399, 0.636], [1.531, -3.299, 1.500], [2.781, -2.345, -1.874], [2.216, -3.542, -3.976]], "forces_ev_per_angstrom": [[0.2, 1.1, -1.1], [0.1, 0.2, 0.0], [0.1, 0.1, -0.2], [0.0, -0.3, 0.2], [0.0, 0.2, 0.1], [0.1, 0.0, 0.1], [0.0, 0.1, -0.1], [0.0, -0.1, 0.0], [-0.1, -0.1, -0.2], [0.1, 0.0, 0.3], [0.0, 0.0, -0.3], [-0.2, 0.0, 0.0], [0.2, -0.2, 0.1], [0.0, 0.0, 0.0], [0.0, 0.0, 0.0], [0.0, 0.0, 0.0], [0.0, 0.0, 0.0], [0.0, 0.0, 0.0], [0.0, 0.0, 0.0], [0.0, 0.0, -0.1], [0.0, -0.1, 0.0], [0.0, 0.1, 0.0], [0.0, 0.0, 0.1], [0.0, 0.0, 0.1], [0.0, 0.0, 0.0], [0.0, 0.0, 0.0], [0.0, 0.0, 0.0], [0.0, 0.0, 0.0], [0.0, 0.0, 0.0], [-0.1, 0.0, 0.0], [0.0, -0.1, 0.0], [-0.1, 0.0, 0.0], [-0.1, 0.1, 0.1], [0.0, -0.2, 0.0], [0.0, 0.0, 0.0], [0.0, 0.0, 0.0], [0.0, 0.0, 0.0], [0.0, 0.0, 0.0], [0.0, 0.1, 0.0], [-0.1, 0.0, 0.3], [0.1, 0.1, -0.1], [0.0, 0.1, -0.1], [0.0, 0.0, 0.0], [-0.2, -0.2, 0.0], [0.0, -0.1, -0.1], [0.1, 0.3, -0.5], [-0.5, -0.5, 1.2], [0.0, 0.0, 0.0], [0.0, 0.0, 0.0], [0.0, 0.0, 0.0], [0.0, 0.0, 0.0], [0.0, 0.0, 0.0], [0.0, 0.0, 0.0], [0.0, 0.0, 0.0], [0.1, 0.0, 0.0], [0.0, 0.0, 0.0], [0.0, 0.0, 0.0], [0.0, 0.0, 0.0], [0.0, 0.0, 0.2], [-0.1, 0.0, 0.0], [0.0, 0.2, 0.1], [0.3, -0.7, 0.2], [0.1, 0.0, -0.1], [0.1, 0.1, 0.2], [0.0, 0.0, 0.0], [0.0, 0.0, 0.0], [0.0, 0.0, -0.1], [0.0, -0.1, -0.1], [0.0, 0.0, 0.0], [0.0, 0.0, 0.0]], "lowdin_charge": [1.0952, -0.5322, -0.5414, 0.8448, -0.5105, -0.5288, 0.8900, -0.5340, -0.5053, 0.8759, -0.5270, -0.5111, 0.8399, 0.0760, 0.0859, 0.0323, 0.0871, 0.0797, 0.0739, 0.0843, 0.0325, 0.0823, 0.0318, 0.0756, 0.0759, 0.0884, 0.0489, 0.0245, 0.0913, -0.0008, -0.0807, -0.0563, -0.1570, -0.0473, 0.1225, 0.1225, 0.0966, 0.0707, -0.0717, -0.2396, -0.0903, -0.1252, -0.0856, -0.2391, -0.0638, -0.3423, -0.2440, 0.0724, 0.0769, 0.0193, 0.1004, 0.0853, 0.0979, 0.0730, 0.0343, 0.0725, 0.0364, -0.3023, -0.0136, -0.0659, -0.3743, -0.2757, -0.0985, -0.0440, 0.1182, 0.1085, 0.0329, 0.0345, 0.0990, 0.1183], "orbital_gap_ev": 5.96, "e_homo_ev": -5.9, "multiplicity": 1}

(2)
{"formula": "C33H20Br2Cl2HoIN4O7S", "method": "wB97M-V/def2-TZVPD", "species": ["Ho", "O", "C", "O", "C", "C", "C", "C", "C", "C", "C", "C", "C", "N", "H", "H", "H", "H", "H", "H", "O", "C", "O", "C", "C", "Cl", "N", "N", "C", "C", "O", "O", "C", "C", "C", "C", "C", "C", "H", "H", "H", "H", "H", "H", "O", "S", "N", "Cl", "Br", "C", "C", "C", "C", "C", "C", "H", "H", "H", "H", "Br", "C", "C", "C", "C", "C", "C", "I", "H", "H", "H", "H"], "xyz": [[-1.757, -0.248, -0.750], [1.531, 2.416, -0.946], [1.053, 1.286, -0.890], [0.029, 0.834, -1.490], [1.795, 0.247, -0.039], [3.083, 0.559, 0.455], [3.801, -0.411, 1.084], [3.229, -1.694, 1.249], [3.916, -2.765, 1.862], [3.310, -3.981, 2.014], [1.995, -4.178, 1.549], [1.308, -3.163, 0.943], [1.908, -1.896, 0.769], [1.217, -0.915, 0.126], [3.450, 1.561, 0.285], [4.805, -0.223, 1.451], [4.930, -2.602, 2.212], [3.840, -4.797, 2.489], [1.534, -5.151, 1.661], [0.298, -3.303, 0.590], [-5.151, 4.039, -3.383], [-4.684, 4.667, -2.328], [-5.082, 5.767, -1.999], [-3.625, 3.959, -1.563], [-2.909, 4.483, -0.500], [-3.152, 5.939, 0.335], [-1.990, 3.561, -0.120], [-2.098, 2.457, -0.864], [-3.049, 2.676, -1.749], [-3.307, 1.617, -2.802], [-4.115, 1.896, -3.715], [-2.651, 0.559, -2.692], [-0.962, 3.643, 0.855], [-0.688, 2.523, 1.628], [0.340, 2.558, 2.551], [1.095, 3.710, 2.713], [0.821, 4.823, 1.934], [-0.197, 4.793, 0.995], [-4.708, 3.111, -3.506], [-1.305, 1.644, 1.503], [0.553, 1.680, 3.149], [1.903, 3.731, 3.434], [1.418, 5.720, 2.038], [-0.365, 5.645, 0.356], [-3.670, 2.187, 1.639], [-4.477, 1.069, 1.086], [-3.813, 0.125, 0.171], [-3.020, -2.341, -1.812], [-2.637, -3.684, 5.507], [-2.158, -2.819, 3.853], [-2.450, -3.433, 2.653], [-2.133, -2.770, 1.470], [-1.519, -1.499, 1.408], [-1.225, -0.971, 2.679], [-1.531, -1.592, 3.887], [-2.928, -4.406, 2.625], [-2.383, -3.290, 0.551], [-0.709, -0.016, 2.754], [-1.288, -1.119, 4.831], [1.754, -5.308, -2.319], [2.453, -3.737, -3.125], [3.731, -3.810, -3.658], [4.276, -2.697, -4.280], [3.544, -1.521, -4.348], [2.272, -1.464, -3.803], [1.695, -2.573, -3.188], [-0.379, -2.432, -2.510], [4.291, -4.733, -3.588], [5.269, -2.752, -4.710], [3.968, -0.649, -4.830], [1.705, -0.541, -3.842]], "forces_ev_per_angstrom": [[0.1, -0.1, 0.0], [0.0, -0.1, -0.1], [0.3, 0.1, 0.1], [0.5, 0.3, 0.0], [-0.1, -0.2, -0.1], [0.2, 0.0, 0.1], [-0.1, 0.1, -0.1], [-0.2, -0.1, -0.1], [0.0, -0.1, 0.1], [0.1, 0.1, 0.0], [0.0, 0.0, -0.1], [-0.1, -0.1, 0.0], [0.3, 0.0, 0.2], [0.2, 0.2, -0.1], [0.0, 0.0, 0.0], [0.0, 0.0, 0.0], [0.0, 0.0, 0.0], [0.0, 0.0, 0.0], [-0.1, 0.0, 0.0], [0.0, 0.0, 0.0], [-0.3, 0.8, 0.3], [-0.3, 0.0, -0.2], [0.1, 0.0, 0.1], [0.3, 0.1, 0.1], [-0.1, -0.4, -0.1], [0.1, 0.1, 0.1], [-0.1, 0.3, -0.1], [-0.1, -0.3, -0.1], [-0.1, 0.2, -0.1], [0.1, 0.0, 0.1], [0.3, -0.5, 0.0], [-0.3, 0.3, -0.2], [0.2, 0.0, 0.3], [-0.1, 0.0, -0.1], [0.1, 0.0, 0.0], [0.0, 0.0, 0.0], [0.0, 0.0, 0.0], [-0.1, -0.1, -0.1], [0.0, -0.2, -0.3], [-0.1, 0.0, 0.1], [0.0, 0.0, 0.0], [0.0, 0.0, 0.0], [0.0, 0.0, 0.0], [-0.1, 0.0, 0.0], [-0.6, -0.2, 0.2], [0.8, 0.1, -0.2], [-0.7, 0.4, 0.5], [-0.6, -0.3, 0.1], [0.1, 0.0, -0.1], [0.0, -0.1, 0.2], [0.0, 0.0, -0.1], [0.1, 0.0, 0.0], [-0.5, -0.1, 0.4], [0.2, 0.1, -0.2], [0.1, 0.1, 0.0], [0.0, 0.0, 0.1], [-0.1, 0.1, 0.0], [-0.1, 0.0, 0.0], [0.0, 0.0, 0.0], [0.0, -0.1, 0.0], [-0.2, 0.1, 0.0], [0.1, 0.0, 0.0], [0.0, 0.0, 0.0], [0.1, 0.0, 0.0], [-0.1, 0.1, 0.1], [-0.4, 0.2, 0.3], [1.4, -1.1, -1.1], [0.0, 0.0, 0.0], [0.0, 0.0, 0.0], [0.0, 0.0, 0.0], [0.0, 0.0, 0.0]], "lowdin_charge": [1.0781, 0.0314, -0.6209, -0.2256, -0.1776, 0.0016, -0.0169, -0.1582, -0.0560, -0.0974, -0.0815, -0.0236, -0.1991, 0.1448, 0.1110, 0.1070, 0.1015, 0.0926, 0.1021, 0.0761, 0.0962, -0.5292, 0.0315, -0.0467, -0.5778, 0.7914, -0.0564, 0.1074, -0.1261, -0.5348, 0.0575, -0.1589, -0.1855, -0.0230, -0.0662, -0.0923, -0.0872, -0.0371, 0.0054, 0.0708, 0.0987, 0.0946, 0.0962, 0.0949, -0.5866, 0.6999, -0.5350, -0.2111, 0.6075, -0.7005, -0.1560, -0.1926, -0.2688, -0.1493, -0.1575, 0.0881, 0.0261, 0.0523, 0.0870, 0.6852, -0.7298, -0.1605, -0.1103, -0.0998, -0.1418, -0.6151, 0.9797, 0.0867, 0.0929, 0.0977, 0.0991], "charge": -2, "orbital_gap_ev": [7.07, 7.06], "s_squared": 6.004, "e_homo_ev": [-3.3, -3.3], "multiplicity": 5}

| no. | calculated total energy (Ha) |
| --- | --- |
| 1 | -2906.95784 |
| 2 | -9727.94292 |